[1]
Here is C4H7NO in the gas phase in a non-equilibrium geometry from OMol25. Energies are from the ωB97M-V functional and the def2-TZVPD basis.

CARTESIAN COORDINATES (ANGSTROEM)
C  -0.5171  1.5804  0.1201
C  -0.5008  0.1192  -0.3231
C  0.7464  -0.6061  0.0277
O  1.8714  0.1299  0.0611
C  -1.5981  -0.9035  0.1342
N  -1.3374  -2.0729  -0.1457
H  -1.4996  2.0090  -0.0909
H  -0.3278  1.6691  1.1938
H  0.2406  2.1580  -0.4148
H  -0.7389  0.0656  -1.3880
H  -0.3338  -2.1628  -0.5825
H  0.7141  -1.4084  0.7553
H  2.4830  -0.2058  0.7311

Summary:
HOMO (spin up / spin down) in eV: -8.3 / -7.9
DFT total energy in a.u.: -286.44221
Kohn-Sham gap (spin up / spin down) in eV: 8.579 / 7.429

natural (NBO) population analysis, charges in e, atoms 1 to 6: -0.6070 -0.3804 0.1219 -0.6603 0.2802 -0.6512



[2]
Here is a molecular structure, C10H16N2O6 in a non-equilibrium geometry from OMol25. Energies are from the ωB97M-V functional and the def2-TZVPD basis.

CARTESIAN COORDINATES (ANGSTROEM)
C  -0.4683  -2.7674  0.7894
C  -0.6385  -1.3306  0.3265
C  -0.6849  -1.3633  -1.2397
C  0.8590  -1.2750  -1.2591
C  0.7564  -0.6461  0.1471
C  0.7400  0.9041  0.1223
C  -0.8943  1.1693  -1.1020
C  -1.2423  -0.1101  -1.8454
O  -1.7746  1.7818  -0.3884
N  -1.8561  3.6216  -0.5264
O  -1.0731  4.1800  -1.2434
O  -2.7878  3.8979  0.1662
C  0.5254  1.3831  1.5318
O  1.3782  1.5623  -0.7193
O  4.8364  -0.0649  1.7320
N  4.8919  0.4640  0.5983
O  5.9036  0.8213  -0.0355
C  -1.7887  -0.7740  1.1046
H  -0.3232  -2.7760  1.8737
H  -1.3875  -3.3264  0.5619
H  0.3745  -3.2782  0.3161
H  -1.0864  -2.3052  -1.6364
H  1.2823  -2.2718  -1.1599
H  1.3941  -0.7069  -2.0309
H  1.5144  -0.9782  0.8720
H  -0.4592  1.8854  -1.8012
H  -0.8376  -0.0018  -2.8554
H  -2.3196  -0.1826  -1.9404
H  -0.4110  0.9900  1.9379
H  1.3603  1.0332  2.1587
H  0.5272  2.4683  1.5456
H  -2.1848  0.1926  0.8078
H  -2.6221  -1.4793  1.0391
H  -1.5035  -0.7167  2.1527

Summary:
HOMO (spin up / spin down) in eV: -9.5 / -7.5
DFT total energy in a.u.: -951.17349
Kohn-Sham gap (spin up / spin down) in eV: 8.828 / 4.880

natural (NBO) population analysis, charges in e, atoms 1 to 6: -0.6056 -0.0024 -0.1980 -0.4170 -0.3069 0.5209



[3]
Here is 3 unconnected molecules or ions with the total composition C12H23B2O10P in a non-equilibrium geometry from OMol25. Energies are from the ωB97M-V functional and the def2-TZVPD basis.

CARTESIAN COORDINATES (ANGSTROEM)
C  0.2635  2.2035  1.4403
C  0.8862  1.2588  0.6656
P  1.0479  -0.5145  1.0835
B  2.8433  -0.8854  0.4441
O  3.7798  -1.3641  1.3114
O  3.2378  -0.6785  -0.8699
B  -0.1479  -1.5280  -0.0763
O  -0.1968  -2.8925  -0.0346
O  -0.9756  -0.8165  -0.8920
C  -2.3837  -0.9463  -0.6239
C  -2.8325  -0.2730  0.6713
H  -0.8139  2.2136  1.5930
H  0.8469  2.9689  1.9481
H  1.3055  1.6112  -0.2832
H  3.4399  -1.2217  2.2021
H  3.1404  0.2668  -1.0349
H  0.4911  -3.2484  0.5326
H  -2.6955  -1.9891  -0.6822
H  -2.8923  -0.4526  -1.4503
H  -3.3988  -0.9965  1.2580
H  -3.4601  0.5914  0.4845
H  -2.0070  0.0597  1.3022
C  6.0355  -2.4760  -0.5644
C  7.2444  -2.2240  -1.4476
C  6.9936  -1.3120  -2.6241
O  8.0000  -1.7368  -3.5529
C  8.2647  -3.0428  -3.2919
O  8.9067  -3.7537  -3.9923
O  7.6878  -3.4196  -2.1245
H  6.3127  -2.4176  0.4867
H  5.2618  -1.7334  -0.7269
H  5.6209  -3.4679  -0.7384
H  8.0857  -1.8618  -0.8515
H  7.1135  -0.2586  -2.3830
H  6.0119  -1.4729  -3.0761
C  -7.9953  2.4760  2.5737
C  -6.7985  2.7802  1.6892
C  -7.0787  3.6940  0.5194
O  -6.0610  3.3061  -0.4120
C  -5.7584  2.0091  -0.1615
O  -5.0957  1.3202  -0.8662
O  -6.3207  1.6046  1.0036
H  -7.7206  2.5329  3.6258
H  -8.7998  3.1953  2.4174
H  -8.3739  1.4727  2.3880
H  -5.9691  3.1645  2.2874
H  -6.9913  4.7486  0.7681
H  -8.0544  3.5064  0.0647

Summary:
HOMO in eV: -8.1
DFT total energy in a.u.: -1614.58459
Kohn-Sham gap in eV: 7.573

natural (NBO) population analysis, charges in e, atoms 1 to 6: -0.3444 -0.4905 0.0328 0.8935 -0.8742 -0.9227



[4]
Here is C5H7NO4 in the gas phase in a non-equilibrium geometry from OMol25. Energies are from the ωB97M-V functional and the def2-TZVPD basis.

CARTESIAN COORDINATES (ANGSTROEM)
C  1.3905  -0.4736  -1.0900
C  0.6361  -0.4724  0.1895
N  1.5086  -0.5409  1.2975
O  -0.4390  -1.4660  0.4584
C  -1.6775  -0.9908  0.1430
O  -2.6341  -1.7143  -0.0387
C  -1.6757  0.5551  0.0225
O  -2.9052  1.0997  -0.2988
C  -0.3982  0.9406  0.0557
O  0.3171  2.0732  -0.0148
H  2.4320  -0.1648  -0.8051
H  0.9509  0.2015  -1.8536
H  1.5377  -1.5974  -1.4029
H  1.1636  0.1574  1.9888
H  1.4279  -1.4804  1.7270
H  -2.7690  2.0489  -0.7104
H  1.1342  1.8242  0.3318

Summary:
HOMO in eV: -9.2
DFT total energy in a.u.: -550.37630
Kohn-Sham gap in eV: 9.520

natural (NBO) population analysis, charges in e, atoms 1 to 6: -0.6887 0.3953 -0.8803 -0.5250 0.7561 -0.5454



[5]
Here is 5 unconnected molecules or ions with the total composition C11H34NO6S5 from OMol25. Energies are from the ωB97M-V functional and the def2-TZVPD basis.

CARTESIAN COORDINATES (ANGSTROEM)
N  5.4794  -2.8109  0.0926
C  5.5877  -2.0481  -1.1480
C  4.5349  -0.9136  -1.2617
S  3.2544  -0.8460  -0.0168
C  2.3627  -2.4296  -0.1693
O  1.4120  -2.2374  -1.1757
O  1.8367  -2.9325  -2.3515
H  6.1503  -2.4915  0.7807
H  5.6865  -3.7887  -0.0649
H  6.5696  -1.5839  -1.2588
H  5.4607  -2.7130  -2.0002
H  4.9914  0.0766  -1.2358
H  3.9529  -0.9687  -2.1847
H  3.9295  -1.0217  1.1305
H  3.0661  -3.2177  -0.4219
H  1.8972  -2.6444  0.7991
H  1.4507  -3.8132  -2.2112
C  -1.6264  -3.2284  3.6843
S  -0.6943  -4.1771  2.4842
O  0.7023  -3.6403  2.5040
C  -1.4781  -3.4736  1.0295
H  -1.2551  -3.4968  4.6710
H  -1.4715  -2.1659  3.4995
H  -2.6808  -3.4908  3.6033
H  -1.3483  -2.3912  1.0358
H  -2.5359  -3.7343  1.0249
H  -0.9958  -3.9052  0.1545
C  -0.0118  1.1338  -1.2838
S  1.2525  2.1594  -0.5366
O  1.4196  1.6583  0.8658
C  0.2952  3.6614  -0.4359
H  0.3844  0.1241  -1.3765
H  -0.9036  1.1234  -0.6596
H  -0.2576  1.5222  -2.2716
H  -0.6002  3.4735  0.1563
H  0.0233  3.9942  -1.4371
H  0.9095  4.4175  0.0488
C  -4.8821  0.7711  -3.5412
S  -3.5449  -0.3669  -3.1773
O  -2.8850  0.1397  -1.9409
C  -2.4940  0.1124  -4.5531
H  -5.6257  0.6568  -2.7556
H  -4.4939  1.7891  -3.5421
H  -5.3220  0.5174  -4.5054
H  -2.2841  1.1799  -4.4879
H  -2.9933  -0.1264  -5.4917
H  -1.5717  -0.4600  -4.4732
C  -2.6806  5.2890  4.0786
S  -1.5127  4.8461  2.7906
O  -2.2505  4.9225  1.4999
C  -1.3959  3.1021  3.2101
H  -2.9170  6.3431  3.9513
H  -3.5818  4.6874  3.9643
H  -2.2221  5.1284  5.0541
H  -2.3930  2.6627  3.1806
H  -0.9520  2.9994  4.2005
H  -0.7477  2.6262  2.4750

Summary:
HOMO in eV: -10.5
Charge: +1
DFT total energy in a.u.: -2936.15641
Kohn-Sham gap in eV: 8.176

natural (NBO) population analysis, charges in e, atoms 1 to 6: -0.8692 -0.2444 -0.5683 0.6869 -0.2336 -0.2709



[6]
Here is a molecular structure, C28H34FN6O2S3W from OMol25. Energies are from the ωB97M-V functional and the def2-TZVPD basis.

CARTESIAN COORDINATES (ANGSTROEM)
W  -0.1746  1.5366  -0.0391
C  -5.0961  0.8504  1.8087
S  -3.7721  0.4221  2.9535
C  -2.3582  0.9931  2.1214
S  -2.4433  1.8470  0.6067
N  -1.2341  0.8056  2.7309
N  -0.1821  1.3537  2.0271
C  0.7341  1.9020  2.7728
C  1.7106  2.6861  2.0843
C  2.7485  3.3666  2.7111
C  3.5825  4.1526  1.9448
C  3.3559  4.2415  0.5738
C  2.3107  3.5365  0.0190
N  1.5005  2.7627  0.7538
H  -5.1830  1.9269  1.6849
H  -6.0034  0.4726  2.2772
H  -4.9599  0.3654  0.8445
H  0.6655  1.8283  3.8497
H  2.8741  3.2785  3.7811
H  4.3947  4.6997  2.4034
H  3.9739  4.8625  -0.0582
H  2.0827  3.5966  -1.0357
C  2.4694  -1.9628  -0.3311
C  2.1212  -1.6559  1.1229
C  2.7559  -0.3361  1.5478
C  0.6457  -1.8297  1.5045
C  0.4396  -2.5247  2.6901
C  -0.8296  -2.8735  3.1137
C  -1.8944  -2.6287  2.2778
C  -1.7568  -1.9598  1.0579
C  -3.0604  -1.9994  0.2386
C  -3.2981  -1.1592  -1.0187
C  -3.3298  -3.4646  -0.1500
C  -0.4845  -1.4450  0.7444
N  -0.3182  -0.4901  -0.3315
C  -0.4096  -1.0208  -1.6252
C  -0.2702  -2.3693  -1.9562
C  -0.4414  -2.7994  -3.2641
C  -0.7680  -1.9090  -4.2779
C  -0.9335  -0.5621  -3.9747
C  -0.7394  -0.1783  -2.6738
F  -0.9589  1.1354  -2.3196
H  3.5563  -1.9642  -0.4490
H  2.0512  -1.2292  -1.0186
H  2.1126  -2.9481  -0.6282
H  2.6251  -2.4249  1.7131
H  2.3869  0.4897  0.9393
H  3.8425  -0.3907  1.4280
H  2.5545  -0.1143  2.5961
H  1.2990  -2.8065  3.2874
H  -0.9774  -3.3768  4.0598
H  -2.8829  -2.9634  2.5687
H  -3.8312  -1.7112  0.9603
H  -2.8534  -1.6210  -1.8994
H  -2.9529  -0.1339  -0.9412
H  -4.3753  -1.1306  -1.1986
H  -2.5739  -3.8054  -0.8611
H  -4.3037  -3.5482  -0.6352
H  -3.3148  -4.1367  0.7060
H  -0.0600  -3.0828  -1.1716
H  -0.3299  -3.8516  -3.4898
H  -0.9112  -2.2561  -5.2914
H  -1.2265  0.1687  -4.7166
C  2.2289  1.4042  -3.7135
C  2.4663  1.1608  -2.2572
N  3.7074  0.9039  -1.8454
O  1.5273  1.1800  -1.4492
H  3.1473  1.5909  -4.2650
H  1.5437  2.2431  -3.8252
H  1.7366  0.5193  -4.1224
H  4.4663  0.8265  -2.5001
H  3.8616  0.6364  -0.8848
O  -0.6050  4.8842  1.0507
S  -0.7900  4.7014  -0.3832
N  -0.5916  3.3324  -0.9533

Summary:
HOMO (spin up / spin down) in eV: -10.3 / -10.6
2S+1: 3
Charge: +1
DFT total energy in a.u.: -2927.74265
Kohn-Sham gap (spin up / spin down) in eV: 6.883 / 6.122
<S²>: 2.06

Löwdin population analysis, charges in e, atoms 1 to 6: 1.4974 -0.3993 0.9184 -1.0037 0.7083 -0.0337